C11H14N6O3S2 in the gas phase in a non-equilibrium geometry. Source: OMol25; level of theory: ωB97M-V/def2-TZVPD.

Properties
Total energy: -1778.19593 Eh
Gap between HOMO and LUMO: 0.331 hartree
HOMO energy: -8.7 eV
LUMO: 0.304 eV
Largest force on an atom: 1.66 eV Å⁻¹

ORCA input file:
```
! wB97M-V def2-TZVPD RIJCOSX def2/J DEFGRID3
* xyz 0 1
C -6.431 -0.112 1.053
C -5.254 -1.076 1.086
O -4.032 -0.419 0.750
C -3.764 -0.273 -0.543
O -4.470 -0.659 -1.444
C -2.477 0.419 -0.761
C -1.947 0.641 -2.001
S -0.449 1.457 -1.876
C -0.637 1.431 -0.122
N 0.217 1.982 0.796
C 1.520 2.401 0.806
O 2.021 2.747 1.850
C 2.302 2.411 -0.490
S 3.748 1.318 -0.298
C 2.899 -0.176 -0.133
N 1.609 -0.386 -0.314
N 1.416 -1.675 -0.077
N 2.492 -2.261 0.233
N 3.473 -1.353 0.218
C 4.848 -1.651 0.500
C 5.670 -1.724 -0.782
N -1.729 0.882 0.273
H -7.332 -0.625 1.378
H -6.243 0.732 1.713
H -6.581 0.257 0.042
H -5.094 -1.470 2.091
H -5.420 -1.899 0.382
H -2.356 0.362 -2.949
H -0.182 1.942 1.732
H 1.744 2.080 -1.359
H 2.720 3.405 -0.652
H 4.856 -2.611 1.021
H 5.239 -0.870 1.159
H 6.699 -1.973 -0.541
H 5.270 -2.489 -1.444
H 5.654 -0.766 -1.297
*
```